This record from the OMol25 dataset describes a structure of composition C37H33N11O2S3W. The level of theory is ωB97M-V/def2-TZVPD.

Last column: Löwdin spin population.
Geometry (Å):
H 0.53 -4.44 -4.64  0.0000
C -1.38 -1.55 0.65  0.0028
C 4.28 0.93 3.45  0.0008
C -1.82 1.05 1.72  0.0077
C 3.02 -0.56 -3.84  0.0008
C 3.52 -0.34 3.76  0.0002
C 3.45 2.80 0.61  0.0113
W 0.28 2.55 -0.18  2.1223
N 0.76 -4.31 0.46  0.0001
C -5.80 0.79 -1.52  0.0004
O 2.31 -2.75 0.60  0.0000
H -4.31 3.93 2.33  0.0001
N 4.35 2.33 1.42  0.0032
C 2.35 -1.85 -3.44  0.0004
H -4.34 -0.14 -2.81  0.0004
C 1.02 -3.80 -3.92  0.0001
N 2.17 2.41 0.93  0.0273
C -2.02 -2.80 -1.26  0.0000
N 2.28 0.60 -3.29  0.0131
S -3.69 2.94 -2.68  0.0027
N -1.56 2.63 -1.33  0.0314
H -2.06 -2.93 -2.33  0.0000
C -2.17 3.51 -2.11  0.0241
S 1.07 6.01 -0.04  0.3620
C 2.35 1.70 2.06  0.0183
C -1.86 -2.53 1.51  0.0004
H -3.01 -4.66 -0.85  0.0000
C 1.87 -3.09 1.84  0.0000
H 3.69 3.41 -0.25  0.0005
H 2.61 0.48 -1.19  0.0007
H -1.00 -0.90 -1.37  0.0001
H -2.22 5.34 -3.03  0.0006
H -0.27 2.56 1.99  0.0070
N -1.68 4.70 -2.45  0.0173
C 3.21 -0.69 5.06  0.0000
H -5.10 1.60 2.20  0.0001
C 0.91 2.18 -3.27  0.0175
N 1.24 1.95 -1.96  0.0281
H 5.30 0.73 3.11  0.0000
C 2.51 -1.87 5.32  0.0001
H 1.59 1.21 2.65  0.0005
H 3.38 -0.93 1.69  0.0000
C 1.67 -2.65 -4.35  0.0001
H -2.85 -4.42 1.61  0.0000
C -4.37 0.33 -1.83  0.0013
H -6.17 1.48 -2.28  0.0000
N -2.27 1.45 -1.18  0.0123
H 2.29 -2.15 6.34  0.0000
H 1.66 -2.39 -5.40  0.0000
H -1.89 4.42 2.16  0.0006
H 4.04 -0.51 -3.46  0.0003
H -1.73 -2.45 2.59  0.0000
N 0.97 -4.01 1.80  0.0000
H -4.02 -0.40 -1.10  0.0001
C -1.43 -1.66 -0.73  0.0003
H 2.93 -1.64 -1.38  0.0000
C 0.64 4.56 -0.18  0.1303
H 0.47 -5.02 -2.23  0.0000
S -0.57 -0.21 1.45  0.0091
C -2.55 -3.77 -0.42  0.0001
H 4.34 1.58 4.32  0.0004
C 0.99 -4.13 -2.57  0.0000
C -3.39 1.45 -1.81  0.0068
O 0.29 0.52 0.36  0.0695
C -1.35 2.36 1.82  0.0188
C -2.25 3.40 2.04  0.0052
C 2.36 -2.21 -2.10  0.0000
C 2.08 -2.68 4.28  0.0000
H 3.04 -0.41 -4.92  0.0000
N 1.52 1.37 -4.09  0.0041
H 0.21 2.94 -3.60  0.0011
H -0.84 5.05 -2.04  0.0034
C 1.66 -3.33 -1.65  0.0001
C -4.05 1.81 2.08  0.0014
C 2.13 0.95 -2.03  0.0209
H 1.53 -3.59 4.48  0.0000
N 3.63 1.65 2.35  0.0093
H -6.47 -0.06 -1.50  0.0001
C 3.12 -1.17 2.72  0.0000
C -3.60 3.12 2.15  0.0015
C -3.16 0.76 1.87  0.0003
H -5.85 1.29 -0.55  0.0001
H 3.52 -0.06 5.89  0.0000
C 1.56 -3.55 -0.21  0.0000
H -3.52 -0.26 1.80  0.0002
C -2.48 -3.64 0.96  0.0002
C 2.38 -2.32 2.97  0.0001

2S+1 ... 4
HOMO level (spin up / spin down) ... -15.32 / -15.32 eV
Max |F| ... 0.0084 hartree/bohr
Net charge ... +3
Relative energy (zero: lowest compared OMol25 entry of this formula, charge and spin) ... 5.4 kcal per mole

---

This record from the OMol25 dataset describes the molecule C4H9NO2. The level of theory is ωB97M-V/def2-TZVPD.

Last column: Mulliken charge in e.
Geometry (Å):
H 2.35 0.65 -0.85  0.3587
C 1.34 1.03 -1.06  -1.5417
N -2.08 -0.41 1.05  -0.3804
C 0.30 -0.04 -0.72  0.4758
H 0.42 -1.51 0.83  0.3663
H 1.28 1.31 -2.12  0.4273
H -2.91 -0.26 1.60  0.2360
H 0.59 -1.01 -2.38  0.3179
O 0.53 -1.24 -1.44  -0.5544
O -0.83 0.70 2.57  -0.6250
H 1.18 1.93 -0.46  0.3644
H -2.12 -1.12 0.33  0.2228
H 1.20 0.01 1.28  0.2786
H -0.69 0.36 -0.97  0.3129
C 0.33 -0.41 0.78  -0.7452
C -0.89 0.02 1.57  0.4861

2S+1 ... 1
HOMO level ... -9.80 eV
Max |F| ... 0.0073 hartree/bohr
Net charge ... 0
Relative energy (zero: lowest compared OMol25 entry of this formula, charge and spin) ... 12.6 kcal per mole
Structure (SMILES) ... C[C@@H](O)CC(N)=O

---

This record from the OMol25 dataset describes a structure of composition C4H4O2Sm in a non-equilibrium geometry. The level of theory is ωB97M-V/def2-TZVPD.

Last column: Löwdin spin population.
Geometry (Å):
O 1.10 -0.57 0.49  -0.0206
Sm 2.20 0.88 -0.91  6.0193
C -3.65 0.82 0.12  0.0001
H -4.16 1.04 1.08  0.0000
H -0.18 -1.43 1.93  -0.0005
O -4.40 -0.11 -0.64  0.0001
H -5.26 -0.24 -0.21  0.0000
C -1.24 -0.21 0.75  0.0002
H -3.54 1.77 -0.42  0.0000
C -0.08 -0.96 0.91  0.0001
C -2.32 0.29 0.41  0.0012

2S+1 ... 7
HOMO level (spin up / spin down) ... -17.17 / -17.17 eV
Max |F| ... 0.0945 hartree/bohr
Net charge ... +2
Relative energy (zero: lowest compared OMol25 entry of this formula, charge and spin) ... 8.4 kcal per mole

---

This record from the OMol25 dataset describes a cluster of 7 separate species, C27H47Br2F3O22 in total. The level of theory is ωB97M-V/def2-TZVPD.

Last column: Mulliken charge in e.
Geometry (Å):
C -0.33 -2.81 1.32  -0.8258
C -5.30 -11.26 2.41  0.7941
O -6.01 -10.37 2.01  -0.5514
H 4.28 7.85 -2.04  0.3264
F -1.71 0.39 2.69  -0.1756
H 0.02 -7.89 3.58  0.3129
H 0.59 0.39 -8.66  0.2922
O -4.52 -11.21 3.48  -0.3461
C 1.95 3.76 4.18  0.7067
H -0.82 -3.36 2.12  0.2407
H 3.23 14.21 -2.70  0.2935
O 2.59 0.88 -8.31  -0.3285
O 1.18 14.21 -2.36  -0.3267
C -0.39 -1.35 1.76  0.4457
O 1.61 3.27 2.99  -0.2355
H 1.28 1.76 -9.57  0.2151
O 1.21 -4.05 -0.72  -0.4449
H 2.03 5.58 1.57  0.2783
C -0.66 -5.34 -1.20  -2.0661
H -1.50 -2.26 -0.41  0.6880
C -0.18 -3.88 -1.09  2.0862
H 1.65 1.63 1.79  -0.0539
H -4.74 -4.71 3.19  0.2373
C -4.55 -9.95 4.18  -0.4507
O 1.86 0.00 -6.37  -0.5493
F -2.69 -0.95 1.28  -0.2110
Br 0.19 -0.11 0.39  0.0090
H 1.34 5.20 6.29  0.3338
H 3.81 -1.68 -5.73  0.2790
H 2.25 -2.65 -1.85  0.4337
C 1.08 13.02 -1.78  0.8181
H -1.86 -3.81 0.24  0.1801
O 1.50 7.31 0.54  -0.3138
C -0.40 11.27 -1.40  -0.5709
C 1.55 6.53 1.75  -0.5814
H -1.43 11.03 -1.63  0.2285
C 1.24 1.27 -8.61  -0.6233
C 2.69 7.61 0.03  0.7178
H -4.23 -9.15 3.54  0.1383
H 1.46 6.71 5.35  0.2224
H 4.08 -0.11 -4.92  0.2879
H 2.92 5.72 5.63  0.3319
O 2.51 3.17 5.07  -0.5446
O 1.54 5.03 4.23  -0.2443
C -0.32 -3.29 -2.53  -1.1943
H -0.93 -8.96 2.52  0.3364
H 2.71 14.99 -1.18  0.2914
C 1.84 5.70 5.46  -0.7491
O -3.09 -5.80 2.79  -0.2382
H 0.54 -3.65 -3.11  0.5150
O 4.03 -0.05 -7.00  -0.3130
H -7.04 -12.55 0.92  0.2906
O -0.15 12.56 -1.97  -0.3182
H 5.41 -0.90 -5.80  0.2396
H 4.31 9.36 -1.08  0.3214
H 0.52 6.36 2.05  0.2918
C 4.34 -0.73 -5.78  -0.6230
H 3.07 1.78 2.86  0.3436
F 0.46 -1.20 2.84  -0.3573
O -5.18 -12.46 1.86  -0.3264
C -1.78 -0.88 2.26  0.4847
H -0.30 -5.90 -0.34  0.2879
H 0.72 -3.08 1.35  0.5672
O 2.68 -2.56 0.11  -0.4442
H 0.62 -0.71 -3.80  0.2756
C -1.03 -3.15 -0.01  -1.2445
C 2.74 0.25 -7.15  0.8203
H -5.78 -13.67 0.35  0.2153
H 1.49 1.26 3.52  0.3007
C -0.48 -1.80 -2.67  0.2589
H 0.87 1.96 -7.85  0.2957
H -1.21 -3.73 -2.97  0.4861
O -1.31 -6.92 2.32  -0.1791
C 2.47 14.82 -2.23  -0.6218
H -3.87 -10.05 5.01  0.2427
C 1.99 1.90 2.79  -0.4708
C 2.07 -3.00 -0.83  0.0556
C -0.42 -8.00 2.59  -0.7355
O 0.69 -1.11 -2.91  -0.2984
H -3.96 -5.37 4.64  0.3254
H 0.26 10.52 -1.83  0.2473
H -0.23 -5.79 -2.09  0.4652
H 2.40 15.78 -2.75  0.2152
Br -2.39 -1.97 3.75  -0.1407
C -2.34 -6.84 3.16  0.7659
C -4.25 -5.58 3.61  -0.7294
H 3.41 9.29 -2.60  0.1947
C -5.98 -12.65 0.69  -0.6271
H -5.70 -11.94 -0.09  0.2924
O -1.53 -1.24 -2.57  -0.5213
H 2.07 7.08 2.53  0.2795
H -5.56 -9.76 4.55  0.3239
C 3.71 8.72 -1.73  -0.6832
H -1.75 -5.37 -1.27  0.4954
O 1.96 12.45 -1.19  -0.5427
H -0.26 11.30 -0.32  0.2864
O -2.55 -7.57 4.09  -0.5790
O 2.50 8.32 -1.08  -0.2913
H -4.92 -6.43 3.57  0.2988
O 3.76 7.29 0.49  -0.5506
H 0.36 -7.95 1.83  0.2151

2S+1 ... 1
HOMO level ... -10.61 eV
Max |F| ... 0.0189 hartree/bohr
Net charge ... 0
Structure (SMILES) ... C[C@](CC[C@@](F)(Br)C(F)(F)Br)(CC(=O)O)OC=O.COC(=O)OC.COC(=O)OC.COC(=O)OC.COC(=O)OC.COC(=O)OC.COC(=O)OC

---

This record from the OMol25 dataset describes the molecule C2H2ClFO2 in a non-equilibrium geometry. The level of theory is ωB97M-V/def2-TZVPD.

Last column: Mulliken charge in e.
Geometry (Å):
C 0.53 -0.28 -0.55  0.0201
H -0.57 -0.54 1.57  0.3408
H 0.70 0.06 -1.58  0.2579
Cl 2.04 -0.03 0.38  -0.1076
C -0.62 0.59 0.03  0.5744
O -1.12 1.42 -0.67  -0.4582
F 0.03 -1.55 -0.55  -0.2019
O -1.00 0.34 1.37  -0.4255

2S+1 ... 1
HOMO level ... -11.11 eV
Max |F| ... 0.0559 hartree/bohr
Net charge ... 0
Relative energy (zero: lowest compared OMol25 entry of this formula, charge and spin) ... 7.0 kcal per mole
Structure (SMILES) ... O=C(O)[C@H](F)Cl

---

This record from the OMol25 dataset describes the molecule C3H7NO. The level of theory is ωB97M-V/def2-TZVPD.

Last column: Mulliken charge in e.
Geometry (Å):
C 0.18 -0.03 -1.22  0.0795
H -0.89 1.60 2.39  0.3089
H 0.21 1.08 -1.28  0.3046
C 0.44 0.31 1.25  -0.4417
O 0.01 -0.74 -2.18  -0.5699
H 0.88 -0.30 2.03  0.3115
H -1.59 0.97 0.88  0.3170
H -1.42 -0.09 2.21  0.2886
N 0.39 -0.49 0.03  -0.1624
C -0.93 0.75 1.71  -0.9607
H 0.40 -1.50 0.06  0.2307
H 1.06 1.18 1.02  0.2938

2S+1 ... 1
HOMO level ... -9.73 eV
Max |F| ... 0.0154 hartree/bohr
Net charge ... 0
Relative energy (zero: lowest compared OMol25 entry of this formula, charge and spin) ... 13.4 kcal per mole
Structure (SMILES) ... CCNC=O

---

This record from the OMol25 dataset describes a structure of composition C20H52N4O9V in a non-equilibrium geometry. The level of theory is ωB97M-V/def2-TZVPD.

Last column: Mulliken charge in e.
Geometry (Å):
N 2.15 -2.49 -0.46  -0.1949
H 0.45 2.22 -6.09  0.2160
H -3.46 3.66 -4.70  0.3070
H -1.68 0.61 1.72  0.0717
H -1.42 -5.40 2.04  0.2292
C -1.89 -2.48 1.92  -0.6410
H 2.11 -2.72 2.49  0.3343
H -4.04 -4.26 2.25  0.4145
H -2.78 5.23 -4.90  0.2537
H -0.84 -5.25 3.51  0.2727
C 1.14 5.21 3.53  -1.7206
H -2.19 1.33 3.23  0.4550
O -4.01 -3.03 3.86  -0.3112
C 0.17 1.92 -5.08  0.6140
O 1.39 -0.40 -2.12  -0.5820
H -0.20 -2.16 -1.71  0.2960
O 0.74 -3.68 -2.85  -0.3638
H -2.28 -1.60 2.43  0.2839
C 0.35 0.41 -4.98  -1.2374
H -1.09 -3.91 -3.75  0.3224
H 1.50 -4.49 -0.68  0.4083
H -1.63 -3.23 3.89  0.2342
C 0.12 -3.21 -1.67  -0.5578
H -1.42 4.01 3.31  0.2477
H 1.34 3.65 2.13  -0.2162
N 0.96 2.52 -3.99  -0.6308
H -0.80 5.59 1.67  0.2552
C -1.30 2.30 -4.95  -0.8810
H 0.88 1.92 -3.16  0.0324
H 1.86 -0.05 3.59  0.3452
H -0.85 -2.26 1.65  -0.2550
H 2.04 5.52 2.99  0.4242
H 0.57 6.11 3.77  0.3659
H 3.91 1.93 0.65  0.1046
C -1.96 -3.63 2.93  0.4156
H 2.63 -2.46 -1.36  0.3475
H 3.34 -3.77 0.75  0.3359
O 2.23 -0.74 1.67  0.3905
H 0.09 0.02 -3.99  0.1084
N -0.05 4.98 1.35  -0.5527
H -5.90 -3.88 3.95  0.3083
H -1.91 1.83 -5.73  0.4075
H -5.75 -2.16 4.46  0.2410
H -2.75 4.15 -6.31  0.2804
H 4.65 2.28 -1.00  0.3851
H 2.53 2.76 -1.89  0.0841
C 3.11 -2.70 0.62  -1.0861
C -2.65 4.19 -5.21  -0.7645
N -1.00 -4.71 2.67  -0.5969
O 3.79 0.51 -0.76  -0.7239
C 0.51 4.26 2.48  1.1674
H -0.34 -0.08 -5.69  0.4386
H 1.40 4.63 4.41  0.3615
O 0.22 -0.37 0.08  -0.5075
H -0.24 2.84 3.96  0.3904
H 0.00 -2.57 -4.39  -0.0541
H -3.51 -4.94 3.81  0.3086
C 2.74 -2.01 1.94  -0.6269
H -0.49 0.72 3.06  0.1702
C -1.33 1.21 2.56  -0.5533
O -1.36 3.72 -4.93  -0.2989
C 3.78 1.89 -0.46  -0.4409
H -5.72 -2.63 2.74  0.3148
H 0.64 5.62 0.96  0.2742
C -3.39 -4.09 3.12  -0.7841
C 1.09 -3.48 -0.54  -0.5513
C 2.45 0.21 2.70  -0.5216
H 1.32 -0.03 -5.20  0.3904
V 1.67 -0.13 -0.58  0.8975
O 1.23 2.10 -0.48  -0.5787
H -0.85 -3.69 -1.44  0.4644
H 3.65 -1.92 2.54  0.4464
C 2.48 2.64 -0.79  0.0814
H 2.49 3.69 -0.43  0.1688
H 4.01 -2.19 0.27  0.4953
C -0.57 3.35 3.05  -0.9392
H 3.50 0.15 2.99  0.4017
C -0.08 -3.59 -4.00  -0.3931
H -1.69 1.91 -4.00  0.2825
H 0.52 -3.52 0.40  0.1174
H -2.43 -2.64 0.99  0.2989
H 2.14 1.19 2.35  -0.3582
O -0.97 2.47 2.03  -0.1898
C -5.40 -2.92 3.76  -0.7727
H 0.41 -4.22 -4.75  0.2467
H 1.93 2.22 -4.17  0.3765

2S+1 ... 1
HOMO level ... -3.88 eV
Max |F| ... 0.0738 hartree/bohr
Net charge ... -1
Relative energy (zero: lowest compared OMol25 entry of this formula, charge and spin) ... 52.7 kcal per mole

---

This record from the OMol25 dataset describes a cluster of 3 separate species, C3H8N5O2S in total in a non-equilibrium geometry. The level of theory is ωB97M-V/def2-TZVPD.

Last column: Mulliken charge in e.
Geometry (Å):
O -0.20 -4.05 -1.09  -0.3107
S -2.64 -1.03 -1.26  0.0578
N -1.32 -0.52 1.69  -0.0713
N 2.20 1.84 0.07  -0.4797
H 1.01 -0.15 0.82  0.2236
N 0.33 0.59 0.69  0.0018
H 2.59 0.91 -0.17  0.2301
H 0.64 3.53 -0.55  0.2757
H -1.16 -1.91 -2.53  0.2988
H 2.64 2.52 -0.50  0.2424
N -1.29 -1.12 -1.90  -0.3430
C 0.85 1.74 0.26  0.7181
C -1.08 0.45 0.87  -0.6137
H -2.19 -1.03 1.78  0.2907
C 0.23 -3.33 -0.32  0.7064
H -0.50 -0.95 2.23  0.2407
O 0.64 -2.60 0.48  -0.4199
H -0.85 2.48 -0.20  0.3060
N 0.13 2.64 -0.38  -0.3540

2S+1 ... 1
HOMO level (spin up / spin down) ... -11.38 / -11.41 eV
Max |F| ... 0.0765 hartree/bohr
Net charge ... +1
Relative energy (zero: lowest compared OMol25 entry of this formula, charge and spin) ... 6.2 kcal per mole